[1]
82
Properties=species:S:1:pos:R:3 method="wB97M-V/def2-TZVPD" lumo_ev="-7.8 / -8.0" charge=+2 spin_multiplicity=3 s_squared=2.013
H 1.08056 -4.24360 -9.44381
C 3.01472 1.83495 -7.13316
C -1.40138 -5.04979 -11.65386
C -0.67789 -3.03374 -9.84107
H -1.81638 2.80149 -0.60118
H -2.11428 1.54149 -4.18752
H 0.16125 1.75410 -3.49873
H 4.17177 3.45559 -11.85164
F 1.11124 -0.96379 0.95080
H -1.28903 -0.73715 -3.98642
H 4.31058 3.06643 -5.93404
C -2.74696 -3.28249 -5.75795
H 0.41520 -6.04595 -11.03566
C 2.34589 0.03833 -11.62793
C -2.00074 1.67744 -3.09349
C -2.19275 -0.47034 -1.73341
H -3.01468 -2.53506 -3.73566
H 1.84964 -0.93416 -11.56339
C -2.46821 -2.43346 -4.67806
H -2.44698 -2.00021 -10.54300
C 1.19737 3.96337 -7.01442
H -0.35101 1.62766 -10.10131
H 3.70633 0.99123 -7.17704
H -2.33960 2.71218 -2.88672
C -1.04709 -0.28211 -9.24476
H -3.52129 -4.04516 -5.66107
C -0.13938 -2.90578 0.54315
C -1.83115 -2.89656 -10.62530
C -1.61262 -0.38085 -0.39608
C -1.07314 -2.14067 -7.08296
C -0.16122 0.71203 -9.53880
H -0.12379 2.71084 -8.17342
H 0.48568 4.78948 -6.97436
C 3.65700 2.49928 -11.79663
P -0.18695 -1.75288 -8.62236
C -0.79124 -1.29869 -5.99043
F -0.94525 -3.56647 -0.33581
H 0.87261 2.20244 -1.26469
H -0.48610 2.62997 0.54199
H -2.27147 -3.79028 -7.80659
C -2.93758 0.68572 -2.36412
W 0.00291 -0.43007 -1.87758
H -2.78069 1.10773 0.64248
C -1.72001 0.87898 0.42976
H -2.58002 -1.46411 -1.98658
C 2.85191 0.48578 -12.84997
F 1.90561 -2.49138 -0.50381
H -2.13464 -0.25886 -9.37811
H 2.28678 0.91981 -2.27222
C 0.15512 -4.16218 -10.01760
H -1.24460 0.68544 1.41378
C -1.04844 2.08384 -0.24327
H 3.86518 2.08237 -13.91075
C 2.44619 4.07112 -6.39646
C -2.20092 -3.90843 -11.51758
H 2.19456 0.38134 -0.56472
C 0.74076 -1.79000 -0.14068
C 3.34536 2.99573 -6.43715
C -0.21725 -5.16373 -10.91324
H 2.62401 -0.79737 -1.84014
C 2.45103 0.85537 -10.48366
C 3.15899 2.06285 -10.56536
P 1.51588 0.34060 -8.94566
H 3.30911 2.67675 -9.67628
H -3.57516 1.22086 -1.63040
F 0.62438 -3.85031 1.16038
H -1.70175 -5.84488 -12.34036
C 0.85375 2.79814 -7.69984
C 2.01493 0.08522 -1.60747
H -3.11607 -3.80076 -12.09952
F -0.93096 -2.37821 1.52425
H -0.03269 -0.51419 -6.08616
C 3.49424 1.72667 -12.94705
H -1.82003 -1.24286 0.20763
H 2.72417 4.99177 -5.88657
H -3.64836 0.27212 -3.10384
C -0.08649 1.67928 -1.34370
C -1.49754 -1.44422 -4.81868
H 2.74493 -0.13331 -13.73674
C -0.55017 1.46811 -2.71874
C -2.05133 -3.14124 -6.95810
C 1.78402 1.75834 -7.81628

---

[2]
91
Properties=species:S:1:pos:R:3 method="wB97M-V/def2-TZVPD" lumo_ev="-2.2 / -0.9" spin_multiplicity=2 s_squared=0.901
C -0.87612 -5.33286 5.46977
C 3.90779 1.86950 6.87937
H 5.48210 2.85936 5.80104
H 2.38100 -3.29235 8.19922
C 3.88319 2.25538 4.50308
O -0.01849 -1.19327 -1.34805
C 2.66896 1.24866 6.79602
O 0.13865 1.37580 -2.08236
P 0.38208 0.37485 5.48018
C 3.23543 -1.78580 3.91370
H -3.05505 5.60096 -1.54830
Fe -0.17435 0.80478 -0.29138
N -2.05363 1.53745 -0.67377
C 4.51948 2.36560 5.73166
H -1.26537 2.96639 -3.57067
H -2.80256 4.67817 -0.05397
H -2.12620 4.51563 -3.76127
C 2.74908 0.82819 0.57688
C 5.18345 -3.10940 4.37565
H -2.97062 -5.61731 5.83177
N 2.20654 0.31164 -0.62717
Se 0.81119 -3.83787 0.95907
C -1.47694 3.92866 -3.11434
C 2.20539 -1.14553 -0.80453
C -1.02825 5.62321 -0.85009
H 4.33057 2.67752 3.60991
C 2.64893 1.62213 4.41654
C 0.23738 -3.39255 8.11337
O 1.50636 1.80057 -3.80737
Se -1.03789 1.70651 6.26877
C -2.22058 -5.04230 5.29974
C -0.19389 4.67923 -2.83084
H 2.52272 -1.32914 6.72775
H 3.81018 1.04260 0.46795
H 2.75809 -0.82428 3.88885
N -0.07532 -0.56766 1.55724
P 0.87760 -2.80225 2.79744
H 6.20403 -3.19161 4.73312
C -2.11629 2.56501 -1.21668
H 1.13937 -4.82618 4.93363
C -1.65140 -3.28090 3.76370
C 4.51489 -4.23935 3.91096
C -0.84456 -1.72469 6.75572
C 2.55394 -2.90786 3.46918
H 5.06471 -0.98216 4.69501
C 2.50792 1.10015 -1.79857
H -1.89167 -3.23355 7.85312
C 1.47433 -2.86128 7.78804
C -2.60855 -4.00749 4.45379
O -0.45340 5.88792 -2.12309
H 2.57907 0.13968 1.40428
N -0.37644 1.03506 3.01480
H 0.17318 -4.25219 8.77347
O 2.62949 2.95177 1.63298
H 0.29788 4.94437 -3.76319
N -2.20546 3.71733 -1.83259
H 2.14138 1.57089 3.46122
C 1.24255 -1.57606 -1.86701
H -1.95365 -2.49128 3.08302
H 2.17315 0.90046 7.69392
C 1.27616 1.45035 -2.67036
H -1.15297 6.58014 -0.34789
C -0.92235 -2.82470 7.59372
C -0.29639 -3.57601 3.93208
C 2.04631 1.09522 5.55585
N -0.49371 0.67691 1.76681
H -1.74683 -1.25540 6.38371
H -3.65889 -3.77607 4.32207
C 1.55487 -1.75037 6.95243
H 3.22124 -1.45655 -1.05495
C 0.09021 -4.59737 4.79153
H -0.73128 -1.44782 -1.94322
C 0.36824 -1.04825 2.74548
H 4.38881 1.98368 7.84416
H 1.43162 -1.10520 -2.83461
C 4.54903 -1.87825 4.36322
H 1.91154 -1.60967 0.13616
H 1.31251 -2.65598 -1.97577
H 5.01845 -5.19790 3.89452
C 2.03666 2.20076 0.89777
H 2.70931 -5.00822 3.03717
H -0.36095 4.98959 -0.25330
H 3.21272 0.56950 -2.43328
C 3.21411 -4.14002 3.44213
H 0.47527 4.04505 -2.24482
O 0.88961 2.32858 0.34076
C -2.36884 4.94652 -1.01468
H 2.93318 2.05244 -1.49028
H -0.57273 -6.13413 6.13485
C 0.14155 -0.01123 3.68914
C 0.39982 -1.17299 6.43319

---

How do the records compare in max |F|? In the order shown, they have 5.3, 3.5 eV/A.